{
  "formula": "C14H25BrF3N4O4",
  "method": "the ωB97M-V functional and the def2-TZVPD basis",
  "lumo_ev": -4.60,
  "total_charge": 1,
  "homo_lumo_gap_ev": 7.3673,
  "species": ["C", "C", "C", "Br", "N", "C", "C", "C", "C", "O", "N", "C", "C", "N", "O", "C", "N", "H", "H", "H", "H", "H", "H", "H", "H", "H", "H", "H", "H", "H", "H", "H", "H", "H", "H", "H", "H", "C", "C", "O", "C", "O", "C", "F", "F", "F", "H", "H", "H", "H", "H"],
  "xyz": [[4.251, 0.272, 1.671], [4.776, 1.228, 0.408], [3.473, 1.468, -0.552], [4.182, 1.317, -2.462], [2.828, 2.821, -0.474], [1.402, 2.492, -0.966], [0.567, 3.900, -0.617], [-0.985, 3.602, -0.088], [-1.626, 2.217, -0.773], [-2.325, 2.296, -1.923], [-1.445, 0.893, -0.064], [-1.362, -0.281, -1.013], [-2.442, 0.681, 1.054], [1.486, 4.513, 0.460], [0.872, 5.139, 1.478], [2.533, 3.449, 0.854], [2.964, 3.270, 2.137], [4.660, -0.831, 1.611], [3.062, 0.169, 1.688], [4.529, 0.735, 2.730], [5.589, 0.601, -0.154], [5.175, 2.211, 0.908], [2.758, 0.549, -0.435], [1.033, 1.820, -0.052], [1.281, 2.030, -2.034], [0.532, 4.659, -1.507], [-1.027, 3.393, 1.085], [-1.698, 4.534, -0.301], [-0.271, -0.237, -1.496], [-2.191, -0.318, -1.837], [-1.348, -1.266, -0.338], [-3.326, 1.447, 0.942], [-2.807, -0.446, 1.158], [-1.892, 0.934, 2.077], [1.581, 5.682, 1.954], [3.951, 3.150, 2.463], [2.228, 3.344, 2.903], [-4.868, -4.472, -0.301], [-4.040, -5.725, -0.083], [-2.962, -5.789, -1.030], [-1.848, -5.049, -0.727], [-1.741, -4.355, 0.281], [-0.766, -5.247, -1.787], [-1.255, -5.180, -3.059], [-0.159, -6.463, -1.678], [0.228, -4.317, -1.716], [-5.216, -4.416, -1.338], [-5.735, -4.460, 0.365], [-4.276, -3.570, -0.115], [-4.664, -6.609, -0.252], [-3.663, -5.788, 0.944]]
}